a) Formula: C3H9N2O2
Source: the Open Molecules 2025 dataset
Level of theory: the ωB97M-V functional and the def2-TZVPD basis

For the LUMO energy, the calculation gives -0.200 hartree. As for the HOMO energy: -0.50334 hartree. The HOMO-LUMO gap is 8.2 eV.

The geometry in ORCA input format:
```
! wB97M-V def2-TZVPD RIJCOSX def2/J DEFGRID3
* xyz 1 1
C -2.18 -0.27 0.48
N 1.25 -0.98 0.51
H 0.67 0.93 -1.11
N 1.57 0.19 0.54
H 1.26 -2.51 -0.54
H 1.53 2.13 -0.14
C 1.54 1.12 -0.55
C -2.50 -0.06 -0.78
O 1.13 -1.55 -0.69
H -2.74 0.03 1.38
H 2.34 1.01 -1.18
H -2.01 -0.58 -1.51
H -1.45 -1.06 0.69
O 1.71 0.77 1.71
H 1.20 0.30 2.50
H -3.31 0.53 -1.29
*
```

=====

b) Formula: C3H9N2O2
Source: the Open Molecules 2025 dataset
Level of theory: the ωB97M-V functional and the def2-TZVPD basis

For the LUMO energy, the calculation gives -0.104 hartree. As for the HOMO energy: -0.53332 hartree. The HOMO-LUMO gap is 11.7 eV.

The geometry in ORCA input format:
```
! wB97M-V def2-TZVPD RIJCOSX def2/J DEFGRID3
* xyz 1 1
H 1.37 1.78 0.11
C -0.28 -2.00 -0.62
H -1.90 -0.65 -0.44
C 0.60 0.81 1.59
H 1.21 1.12 3.40
H 0.75 -1.92 -0.95
O 1.34 1.41 2.48
H -0.79 -2.77 -1.21
N -0.95 -0.73 -0.79
H -0.12 0.06 1.91
C -0.35 0.37 -1.19
H -0.30 -2.31 0.43
H -0.70 2.13 -1.91
N 0.68 1.06 0.35
H 0.58 0.25 -1.74
O -1.13 1.41 -1.43
*
```

=====

c) Formula: C3H9N2O2
Source: the Open Molecules 2025 dataset
Level of theory: the ωB97M-V functional and the def2-TZVPD basis

For the LUMO energy, the calculation gives -0.129 hartree. As for the HOMO energy: -0.52060 hartree. The HOMO-LUMO gap is 10.7 eV.

The geometry in ORCA input format:
```
! wB97M-V def2-TZVPD RIJCOSX def2/J DEFGRID3
* xyz 1 1
H -0.42 1.30 1.64
H -1.96 -0.72 -0.77
H 1.15 2.26 -0.57
H -2.16 0.92 0.24
H -1.90 -0.75 1.05
H 0.30 -2.88 -0.01
C 0.31 0.57 -1.27
C -1.52 -0.12 0.17
O 0.11 -2.22 0.62
N 0.95 1.69 -1.32
H 1.47 -1.25 -0.32
N -0.08 0.18 0.01
H 1.37 -0.89 1.37
O 0.23 1.16 0.96
H 1.32 1.87 -2.25
C 0.82 -1.09 0.45
*
```

=====

Last place for stability: a)

=====

a) Formula: C16H24N2O3
Source: the Open Molecules 2025 dataset
Level of theory: the ωB97M-V functional and the def2-TZVPD basis

For the LUMO energy, the calculation gives 0.020 hartree. As for the HOMO energy: -0.34418 hartree. As for the SMILES: CNC(=O)[C@H](Cc1ccccc1)NC(C)=O.CC(C)C=O. The HOMO-LUMO gap is 9.9 eV.

The geometry in ORCA input format:
```
! wB97M-V def2-TZVPD RIJCOSX def2/J DEFGRID3
* xyz 0 1
H -0.82 0.36 3.79
C 1.47 -0.73 -1.64
H 2.32 -3.53 -2.34
H 1.10 1.47 2.59
H -4.14 -1.10 1.01
H -0.80 1.29 -0.28
H 1.51 0.29 0.26
C -2.24 -2.12 0.91
H -1.66 4.21 4.58
C -1.19 0.34 0.05
H 3.49 -0.11 -1.43
C 0.52 2.39 2.52
N -0.16 0.47 -3.13
H -0.02 2.39 1.57
C -0.34 -0.77 0.18
C 1.14 -0.65 -0.14
C -2.56 0.22 0.34
C -0.46 2.50 3.71
C -1.29 3.79 3.65
H -0.22 -2.86 0.73
H -2.63 -3.07 1.25
H -2.06 1.33 4.60
C -3.08 -1.01 0.78
H -1.94 -0.35 -3.88
H -1.35 -1.12 -2.40
H -3.21 1.08 0.24
C -0.87 -2.01 0.62
C -1.40 1.29 3.73
O 4.82 -1.79 -2.47
H 3.59 -3.61 -3.59
H 0.12 2.51 4.63
C 2.86 -2.96 -3.09
C 0.96 0.52 -2.39
H 1.21 3.24 2.52
H -0.53 -1.43 -3.96
H -0.40 1.34 -3.56
H 1.67 -1.46 0.38
H 2.17 -2.56 -3.84
H -2.01 1.26 2.82
O 1.57 1.58 -2.30
N 2.92 -0.87 -1.79
C 3.60 -1.82 -2.42
C -1.04 -0.68 -3.35
O -1.55 4.36 2.59
H 0.97 -1.61 -2.04
*
```

=====

b) Formula: C16H24N2O3
Source: the Open Molecules 2025 dataset
Level of theory: the ωB97M-V functional and the def2-TZVPD basis

For the LUMO energy, the calculation gives 0.022 hartree. As for the HOMO energy: -0.31679 hartree. As for the SMILES: CCCCOCCCNC(=O)c1ccc(NC(C)=O)cc1. The HOMO-LUMO gap is 9.2 eV.

The geometry in ORCA input format:
```
! wB97M-V def2-TZVPD RIJCOSX def2/J DEFGRID3
* xyz 0 1
C -2.87 -0.05 0.97
H 2.27 -0.75 -3.24
C -0.10 -0.01 1.20
C -4.57 3.94 2.18
H 0.72 -1.49 -2.76
H 2.54 1.14 -0.83
C -0.73 -1.18 0.78
N 1.15 -2.64 1.09
H -2.31 3.04 2.02
H 3.49 -2.57 -2.22
H 1.47 -4.45 0.21
C -2.12 -1.17 0.65
H 2.20 3.60 -1.01
H 1.52 -1.89 1.64
H -2.61 -2.07 0.30
H 1.89 -3.30 -1.90
H 0.69 2.80 -0.54
H -4.20 4.12 3.18
N -2.91 2.28 1.74
H 0.20 0.46 -1.34
H 3.76 -2.42 0.34
O -0.45 -3.22 -0.39
C 1.52 -0.82 -2.43
C 2.02 1.55 -1.69
O 2.13 -1.35 -1.27
H 0.98 0.04 1.25
C -0.84 1.11 1.51
H -4.11 4.65 1.50
C 3.19 -3.20 -0.17
H 3.86 -4.03 -0.38
H 2.75 1.67 -2.49
C 1.42 2.91 -1.34
C -2.23 1.10 1.40
H -5.65 4.08 2.17
C -4.26 2.52 1.75
O -5.10 1.71 1.45
H -0.33 2.01 1.83
C 2.67 -2.63 -1.49
H 0.44 0.92 -3.02
C 0.95 0.56 -2.13
C 2.06 -3.69 0.73
H 2.47 -4.13 1.65
C 0.00 -2.42 0.41
H -3.94 -0.06 0.87
H 0.92 3.34 -2.20
*
```

=====

Last place for stability: a)